--- i ---
A 2-piece molecular cluster, C5H13N2O overall. Source: the OMol25 dataset; level of theory: wB97M-V/def2-TZVPD.

ORCA input file:
```
! RIJCOSX wB97M-V def2-TZVPD def2/J DEFGRID3
* xyz 1 1
C 1.96 1.46 -0.86
C 1.18 0.68 -0.20
C 1.75 -1.08 1.09
C -1.48 1.41 0.22
C -2.30 -0.78 -0.12
N 1.43 -0.81 -0.33
N -2.07 0.40 0.83
O -1.35 -0.96 -1.01
H 2.82 1.35 -1.47
H 1.76 2.53 -0.88
H 0.76 -0.88 1.60
H 2.26 -1.94 1.23
H 2.37 -0.27 1.37
H -1.33 2.25 0.73
H -0.96 1.18 -0.71
H -2.37 -1.64 0.55
H -3.31 -0.61 -0.61
H 0.50 -1.06 -0.62
H -2.32 0.37 1.74
H 2.31 -1.10 -0.73
H -1.62 -0.48 -1.82
*
```

* HOMO level: -11.691 eV
* E_LUMO: -4.31 eV

--- ii ---
A 2-piece molecular cluster, C5H13N2O overall. Source: the OMol25 dataset; level of theory: wB97M-V/def2-TZVPD.

ORCA input file:
```
! RIJCOSX wB97M-V def2-TZVPD def2/J DEFGRID3
* xyz 1 1
C -1.08 1.36 -1.06
C -0.07 0.32 -1.69
C 1.03 -0.21 -0.80
C 2.35 0.17 -0.96
C 1.21 -2.04 0.84
N 0.69 -1.05 0.19
N -1.31 0.97 0.47
H -0.65 2.38 -1.17
H -2.08 1.28 -1.55
H 0.42 0.93 -2.57
H -0.69 -0.51 -2.21
H 2.68 0.90 -1.69
H 2.98 -0.21 -0.21
H 1.94 -2.62 0.20
H 0.84 -2.50 1.72
H -1.95 1.68 0.87
H -1.49 -0.07 0.44
H -0.36 0.96 1.05
H -1.33 -0.90 1.97
H -1.80 -0.58 3.42
O -1.33 -0.27 2.72
*
```

* HOMO level: -12.359 eV
* E_LUMO: -3.41 eV

--- iii ---
A 2-piece molecular cluster, C5H13N2O overall. Source: the OMol25 dataset; level of theory: wB97M-V/def2-TZVPD.

ORCA input file:
```
! RIJCOSX wB97M-V def2-TZVPD def2/J DEFGRID3
* xyz 1 1
C -2.12 0.13 2.06
C 0.06 1.34 -0.18
C -0.39 -0.61 -1.71
C 1.88 0.07 -1.09
C 0.53 -0.94 0.57
N -1.34 -0.91 2.08
N 0.46 -0.04 -0.59
O -2.48 0.91 1.18
H -2.63 0.20 3.10
H -0.97 1.56 -0.03
H 0.51 1.39 0.77
H 0.33 2.04 -0.92
H -1.38 -0.42 -1.56
H -0.20 -0.04 -2.62
H -0.21 -1.67 -2.04
H 2.45 0.51 -0.30
H 2.31 -0.83 -1.44
H 1.99 0.90 -1.86
H 0.67 -1.96 0.30
H 1.17 -0.56 1.36
H -0.65 -1.05 2.91
*
```

* HOMO level (alpha / beta): -13.741 / -13.701 eV
* E_LUMO (alpha / beta): -5.18 / -5.54 eV

ii takes first place; second place is 0.0889 hartree up.

--- i ---
C5H13N2O as an isolated structure. Source: the OMol25 dataset; level of theory: wB97M-V/def2-TZVPD.

ORCA input file:
```
! RIJCOSX wB97M-V def2-TZVPD def2/J DEFGRID3
* xyz 1 1
C -1.36 0.22 0.30
C 1.39 -0.19 -0.17
C -1.25 -1.33 0.47
C -2.56 0.63 -0.44
C 2.33 0.88 -0.80
N -0.56 1.07 0.77
N 1.97 -1.25 0.25
O 0.57 0.75 1.25
H 0.43 -0.27 -0.47
H -2.31 -1.57 0.63
H -0.72 -1.69 1.38
H -2.63 1.68 -0.73
H -3.43 0.38 0.23
H -2.65 0.01 -1.25
H 1.92 1.86 -1.03
H 2.84 0.41 -1.72
H 3.14 1.11 -0.06
H -0.83 2.09 0.64
H 2.97 -1.22 0.24
H 1.54 -1.79 0.98
H -0.82 -1.79 -0.47
*
```

* HOMO level: -14.029 eV
* E_LUMO: -3.45 eV

--- ii ---
A 2-piece molecular cluster, C5H13N2O overall. Source: the OMol25 dataset; level of theory: wB97M-V/def2-TZVPD.

ORCA input file:
```
! RIJCOSX wB97M-V def2-TZVPD def2/J DEFGRID3
* xyz 1 1
C 0.34 -3.34 0.85
C 0.54 -2.06 0.64
O -0.29 -1.13 1.27
C 1.60 -1.46 -0.22
H 0.91 -4.09 0.31
H -0.43 -3.68 1.53
H 0.26 -0.49 1.74
H 2.21 -2.24 -0.67
H 1.18 -0.84 -1.01
H 2.26 -0.84 0.39
C -0.82 1.53 -0.97
C -1.14 1.91 0.26
N -2.02 1.28 1.07
N 0.18 2.34 -1.71
H -1.14 0.65 -1.51
H -0.71 2.83 0.66
H -2.17 1.67 1.99
H -2.06 0.27 1.04
H -0.17 2.67 -2.61
H 1.06 1.84 -1.88
H 0.41 3.18 -1.17
*
```

* HOMO level: -12.147 eV
* E_LUMO: -3.59 eV

--- iii ---
C5H13N2O as an isolated structure. Source: the OMol25 dataset; level of theory: wB97M-V/def2-TZVPD.

ORCA input file:
```
! RIJCOSX wB97M-V def2-TZVPD def2/J DEFGRID3
* xyz 1 1
C 2.85 -1.37 -1.74
N -1.40 1.55 1.22
C -2.11 1.31 0.02
C -0.82 1.40 -0.64
O -0.14 0.36 -1.06
C 2.48 -0.06 -1.92
N -0.63 -1.00 2.38
C -0.17 -1.87 1.33
H 2.34 -2.04 -1.07
H 3.66 -1.87 -2.29
H -1.34 2.64 1.60
H -2.45 0.31 0.04
H -2.99 1.97 -0.40
H -0.37 2.33 -1.08
H 1.65 0.40 -1.39
H 2.67 0.48 -2.86
H -0.86 -0.04 2.03
H -0.08 -0.99 3.21
H 0.62 -1.34 0.64
H -1.07 -2.07 0.74
H 0.23 -2.82 1.75
*
```

* HOMO level: -12.677 eV
* E_LUMO: -9.03 eV

ii takes first place; second place is 0.0599 hartree up.

--- i ---
An isolated ion of composition C5H13N2O and charge +1. Source: the OMol25 dataset; level of theory: wB97M-V/def2-TZVPD.

ORCA input file:
```
! RIJCOSX wB97M-V def2-TZVPD def2/J DEFGRID3
* xyz 1 1
N -0.48 -2.65 1.33
C -0.61 -1.17 1.33
C -0.57 -0.80 -0.17
N -0.09 0.36 -0.60
C 0.54 1.34 0.32
C 1.62 2.14 -0.38
C -0.67 0.82 -1.90
O -1.07 -1.66 -0.90
H 0.49 -2.99 1.31
H -0.92 -2.98 0.44
H -0.89 -3.08 2.17
H -1.62 -0.94 1.63
H 0.17 -0.76 1.96
H -0.24 1.97 0.75
H 1.04 0.73 1.06
H 2.36 1.43 -0.75
H 1.24 2.63 -1.26
H 2.03 2.87 0.32
H -0.40 1.85 -2.08
H -1.73 0.65 -1.85
H -0.22 0.24 -2.70
*
```

* SMILES: CCN(C)C(=O)C[NH3+]
* HOMO level: -13.602 eV
* E_LUMO: -3.52 eV

--- ii ---
A 2-piece molecular cluster, C5H13N2O overall. Source: the OMol25 dataset; level of theory: wB97M-V/def2-TZVPD.

ORCA input file:
```
! RIJCOSX wB97M-V def2-TZVPD def2/J DEFGRID3
* xyz 1 1
C 0.78 1.92 0.47
C -1.16 2.19 -1.33
C 1.38 -1.67 1.22
C -1.10 -1.95 -1.33
C -0.13 1.35 -0.51
N -0.14 0.08 -0.72
N -0.46 -0.68 -1.70
O -0.11 -0.48 -2.82
H 1.17 1.12 1.16
H 1.73 2.20 -0.05
H 0.40 2.92 0.99
H -1.46 3.08 -0.84
H -1.97 1.49 -1.74
H -0.54 2.56 -2.15
H 2.42 -1.42 1.58
H 0.65 -1.89 2.08
H 1.64 -2.57 0.64
H -1.87 -1.52 -0.62
H -0.49 -2.70 -0.84
H -1.64 -2.37 -2.11
H 0.85 -1.05 0.45
*
```

* HOMO level (alpha / beta): -15.123 / -15.123 eV
* E_LUMO (alpha / beta): -5.78 / -5.78 eV

i takes first place; second place is 0.1861 hartree up.

--- i ---
C5H6N2 as an isolated structure. Source: the OMol25 dataset; level of theory: wB97M-V/def2-TZVPD.

ORCA input file:
```
! RIJCOSX wB97M-V def2-TZVPD def2/J DEFGRID3
* xyz 0 1
C 0.30 -1.39 0.07
C -0.03 -0.11 0.02
C 1.70 0.67 -0.05
C 2.50 -0.56 0.02
C -1.28 0.73 -0.06
N 1.71 -1.59 -0.04
N 1.66 1.92 -0.01
H -0.18 -2.36 0.21
H -1.30 1.37 -0.85
H -2.25 0.03 -0.14
H -1.22 1.32 0.99
H 2.13 -2.50 0.08
H 2.60 2.32 -0.02
*
```

* HOMO level: -8.159 eV
* E_LUMO: -0.48 eV

--- ii ---
C5H6N2 in the gas phase. Source: the OMol25 dataset; level of theory: wB97M-V/def2-TZVPD.

ORCA input file:
```
! RIJCOSX wB97M-V def2-TZVPD def2/J DEFGRID3
* xyz 0 1
C -1.60 -0.40 0.49
C 0.35 -1.15 -0.18
C -0.02 1.20 0.21
C 0.52 -2.46 -0.36
C 0.26 2.50 0.05
N -1.31 0.75 0.54
N 0.82 0.11 -0.21
H -2.43 -0.97 0.82
H 1.50 -2.85 -0.58
H -0.31 -3.06 0.00
H 1.10 2.99 -0.33
H -0.56 3.09 0.29
H 1.67 0.23 -0.73
*
```

* HOMO level: -7.974 eV
* E_LUMO: 0.78 eV

ii takes first place; second place is 0.0088 hartree up.

--- i ---
C5H6N2 in the gas phase. Source: the OMol25 dataset; level of theory: wB97M-V/def2-TZVPD.

ORCA input file:
```
! RIJCOSX wB97M-V def2-TZVPD def2/J DEFGRID3
* xyz 0 1
C -0.79 0.09 -0.20
C 0.09 1.29 -0.07
C 1.47 1.04 -0.19
C 1.31 -1.17 0.01
C -0.11 -1.10 -0.11
H -2.42 -0.83 -0.28
H -2.43 0.57 0.77
H -0.20 2.33 0.29
H 2.05 1.93 -0.07
H 1.77 -2.18 0.08
H -0.81 -1.95 -0.08
N -2.13 0.07 -0.11
N 2.21 -0.10 -0.04
*
```

* SMILES: Nc1ccncc1
* HOMO level: -8.985 eV
* E_LUMO: 0.71 eV

--- ii ---
C5H6N2 in the gas phase. Source: the OMol25 dataset; level of theory: wB97M-V/def2-TZVPD.

ORCA input file:
```
! RIJCOSX wB97M-V def2-TZVPD def2/J DEFGRID3
* xyz 0 1
C 0.62 0.23 -0.94
C 1.73 0.37 0.17
C 0.41 0.22 0.86
N -0.15 -0.84 1.36
C -1.42 -0.82 0.80
C -1.57 0.20 -0.10
N -0.39 0.98 -0.06
H -0.15 -0.62 -1.02
H 0.77 0.49 -1.97
H 2.48 -0.41 0.33
H 2.18 1.38 0.28
H -2.12 -1.60 1.05
H -2.40 0.42 -0.75
*
```

* HOMO level: -9.012 eV
* E_LUMO: 1.03 eV

--- iii ---
C5H6N2 in the gas phase. Source: the OMol25 dataset; level of theory: wB97M-V/def2-TZVPD.

ORCA input file:
```
! RIJCOSX wB97M-V def2-TZVPD def2/J DEFGRID3
* xyz 0 1
C -0.78 -0.70 0.66
C -1.13 -0.46 -0.77
C 1.02 0.93 0.84
C 0.16 -0.11 1.57
C -0.41 0.04 -1.91
N 1.47 0.21 -0.47
N 0.91 0.06 -1.51
H -1.46 -1.43 0.99
H -2.01 -0.99 -0.85
H 0.34 1.92 0.85
H 2.01 1.08 1.20
H 0.39 -0.66 2.44
H -0.50 0.10 -3.02
*
```

* SMILES: C1=CCN=NC=C1
* HOMO level (alpha / beta): -8.077 / -8.076 eV
* E_LUMO (alpha / beta): -0.01 / -0.01 eV

--- iv ---
C5H6N2 in the gas phase. Source: the OMol25 dataset; level of theory: wB97M-V/def2-TZVPD.

ORCA input file:
```
! RIJCOSX wB97M-V def2-TZVPD def2/J DEFGRID3
* xyz 0 1
N -2.36 -1.08 1.41
C -1.78 -0.57 0.54
C -0.99 0.05 -0.57
C -0.16 1.18 0.03
C 1.16 1.10 0.22
C 0.77 -1.35 -0.30
N 0.00 -0.82 -1.17
H -1.73 0.38 -1.31
H -0.69 2.05 0.41
H 1.84 0.54 -0.41
H 1.65 1.65 1.00
H 1.74 -1.73 -0.61
H 0.54 -1.40 0.77
*
```

* SMILES: C=C[C@H](C#N)N=C
* HOMO level: -10.073 eV
* E_LUMO: 0.68 eV

i takes first place; second place is 0.0556 hartree up.

--- i ---
A 3-piece molecular cluster, C3H8N2O2 overall. Source: the OMol25 dataset; level of theory: wB97M-V/def2-TZVPD.

ORCA input file:
```
! RIJCOSX wB97M-V def2-TZVPD def2/J DEFGRID3
* xyz 1 2
C -1.56 1.05 0.05
C -1.31 -0.23 -0.28
N -0.72 -0.89 0.81
C -0.57 0.06 1.77
N -0.96 1.26 1.32
H -2.15 1.84 -0.44
H -1.64 -0.71 -1.26
H -0.86 -1.82 1.05
H -0.31 0.00 2.76
H 1.98 -2.21 -1.53
H 1.51 -0.97 -0.79
O 2.24 -1.72 -0.75
H 0.74 1.69 -0.66
H 2.19 1.56 -1.20
O 1.41 1.09 -0.85
*
```

* HOMO level (alpha / beta): -14.360 / -14.361 eV
* E_LUMO (alpha / beta): -4.52 / -9.07 eV
* expectation value of S²: 0.76

--- ii ---
An isolated ion of composition C3H8N2O2 and charge +1. Source: the OMol25 dataset; level of theory: wB97M-V/def2-TZVPD.

ORCA input file:
```
! RIJCOSX wB97M-V def2-TZVPD def2/J DEFGRID3
* xyz 1 2
N 0.84 -0.09 1.75
C 0.75 0.06 0.38
C 0.70 -1.29 -0.35
O 0.57 -1.26 -1.75
C -0.70 0.75 -0.01
N -1.57 0.82 0.97
O -0.71 1.26 -1.09
H 0.83 -1.04 2.10
H 1.49 0.46 2.29
H 1.56 0.71 0.05
H -0.16 -1.82 0.09
H 1.56 -1.90 -0.07
H 0.53 -0.33 -2.01
H -2.51 1.20 0.84
H -1.22 0.72 1.91
*
```

* HOMO level (alpha / beta): -15.009 / -14.921 eV
* E_LUMO (alpha / beta): -3.47 / -8.64 eV
* expectation value of S²: 0.76

ii takes first place; second place is 0.0412 hartree up.